C5H8O | the ωB97M-V functional and the def2-TZVPD basis

Geometry as XYZ:
```
14
C5H8O the ωB97M-V functional and the def2-TZVPD basis
O 1.362 0.161 0.778
C -0.763 0.439 -0.133
C -0.070 1.210 -1.184
C -0.444 -1.072 -0.139
C 0.418 1.134 0.405
C 0.653 -1.143 0.914
H 0.640 0.695 -1.819
H -0.724 1.871 -1.786
H 0.409 1.996 1.084
H 0.206 -1.261 1.916
H -0.031 -1.355 -1.117
H -1.352 -1.653 0.035
H -1.709 0.861 0.195
H 1.431 -1.901 0.779
```

Summary:
LUMO energy = 0.0428 Eh
E_HOMO = -8.92 eV
E_tot = -7359.956 eV
Kohn-Sham gap = 10.08 eV
Structure (SMILES) = C1C[C@@H]2C[C@@H]2O1

Löwdin population analysis, charges in e, atoms 1 to 6: -0.1092 -0.3013 -0.0325 -0.1215 -0.2267 -0.1395

C35H68N5O10S | the ωB97M-V functional and the def2-TZVPD basis

Geometry as XYZ:
```
119
C35H68N5O10S the ωB97M-V functional and the def2-TZVPD basis
S -6.849 4.409 0.505
O -0.001 5.686 -3.431
O -6.276 3.066 -0.342
O -3.989 -1.134 -3.664
O -3.455 4.792 -0.264
O -2.384 3.768 1.176
O -5.748 5.506 -0.137
O 3.381 -4.840 2.795
O -8.260 4.802 0.268
O -6.458 4.187 1.930
O -1.579 -2.687 -0.213
N -3.506 4.028 0.885
N -5.488 0.658 -3.087
N 1.026 5.740 -2.556
N 4.578 -4.228 2.904
N -0.630 -3.392 0.436
C 1.609 8.157 -2.970
C -4.735 4.827 -0.910
C 1.638 -4.318 0.072
C 0.456 6.065 -1.215
C 1.459 5.641 -0.118
C 5.758 -6.036 4.228
C -1.324 -4.363 1.335
C -4.869 -0.664 -2.932
C -0.809 5.232 -0.889
C 5.668 -2.303 4.073
C 3.244 -2.476 4.131
C -4.205 2.330 -1.769
C 5.783 -5.120 5.448
C 0.685 -2.921 -1.673
C 3.408 6.489 -2.411
C 2.353 6.390 -4.598
C -5.411 -1.544 -1.699
C -5.312 3.413 -1.389
C 0.290 -3.959 -0.593
C 1.170 8.513 -1.553
C -1.928 -5.549 0.560
C -0.293 -5.190 -1.316
C -6.566 0.677 -4.119
C -0.348 -4.903 2.410
C 0.092 7.555 -1.057
C -7.848 1.396 -3.426
C -2.438 -3.684 2.168
C 5.385 -6.344 1.778
C 4.611 -4.144 5.423
C -0.929 -6.214 -0.381
C 6.982 -4.657 2.491
C -4.490 1.745 -3.257
C 2.041 6.685 -3.111
C 5.628 -5.288 2.886
C 4.523 -3.346 4.109
H 2.399 -4.526 -0.684
H -2.887 -4.397 2.864
H -6.310 -2.130 -2.057
H -2.792 -5.214 -0.026
H -8.830 0.932 -3.739
H 5.438 -1.445 4.710
H -0.831 7.769 -1.607
H -0.155 -6.741 0.185
H 3.256 -1.793 4.984
H 6.879 -4.031 1.601
H 0.782 8.373 -3.658
H -7.720 1.260 -2.296
H 2.430 8.818 -3.267
H -2.312 -6.298 1.261
H 1.812 4.619 -0.285
H 0.985 5.661 0.866
H 7.436 -4.060 3.280
H 4.224 6.877 -3.026
H 6.664 -6.651 4.226
H 5.730 -5.727 6.357
H -6.014 3.548 -2.285
H 2.008 -3.489 0.682
H 1.494 6.553 -5.253
H 3.167 -1.870 3.223
H 2.693 5.359 -4.729
H 3.493 7.017 -1.462
H 6.618 -2.684 4.443
H 5.239 -5.869 0.803
H 4.519 -6.976 1.985
H 1.471 -3.318 -2.321
H 7.715 -5.433 2.256
H 6.243 -7.017 1.691
H 4.699 -3.459 6.273
H 2.325 6.294 -0.037
H -6.253 1.248 -5.049
H 0.306 -4.111 2.785
H -1.441 -6.977 -0.975
H -3.256 -3.303 1.554
H -0.893 -5.300 3.271
H -3.139 2.679 -1.628
H 0.779 9.536 -1.540
H 6.734 -4.583 5.499
H -2.036 -2.855 2.756
H -7.774 2.511 -3.611
H 2.330 -3.066 4.227
H -4.395 1.439 -1.073
H 0.489 -5.682 -1.904
H 5.818 -1.916 3.061
H 4.920 -6.732 4.344
H 3.616 5.429 -2.239
H -0.625 4.163 -1.028
H -4.599 -2.163 -1.217
H -1.664 5.516 -1.502
H -3.480 1.385 -3.642
H 1.065 -2.002 -1.219
H -5.771 -0.790 -0.919
H -4.930 2.590 -3.873
H -0.125 7.776 -0.006
H -1.111 5.380 0.146
H 3.143 7.050 -4.964
H -6.907 -0.374 -4.368
H 2.024 8.509 -0.869
H 1.598 -5.209 0.694
H 3.683 -4.706 5.583
H -0.150 -2.660 -2.328
H -4.682 5.406 -1.887
H -1.055 -4.868 -2.035
H 0.272 -5.728 2.063
```

Summary:
LUMO energy (alpha / beta) = -0.0123 / -0.0123 Eh
E_HOMO (alpha / beta) = -8.69 / -9.28 eV
2S+1 = 4
E_tot = -76146.703 eV
Kohn-Sham gap (alpha / beta) = 8.36 / 8.94 eV

Löwdin population analysis, charges in e, atoms 1 to 6: 0.7902 -0.0247 -0.2102 0.0686 -0.0798 0.0754

C3H6O2S | the ωB97M-V functional and the def2-TZVPD basis

Geometry as XYZ:
```
12
C3H6O2S the ωB97M-V functional and the def2-TZVPD basis
S 2.852 0.381 0.165
O -3.295 -1.037 1.117
O -2.886 -0.324 -1.016
C -2.506 -0.677 0.281
C -1.058 -0.588 0.604
C -0.132 -0.782 -0.339
H -3.180 0.437 -0.458
H 5.121 2.548 -0.040
H 5.418 2.005 -0.455
H -0.821 -0.715 1.646
H -0.376 -0.906 -1.389
H 0.864 -0.343 -0.116
```

Summary:
LUMO energy (alpha / beta) = 0.1157 / 0.1158 Eh
E_HOMO (alpha / beta) = -3.24 / -2.80 eV
Net charge = -1
2S+1 = 2
E_tot = -18135.572 eV
Kohn-Sham gap (alpha / beta) = 6.39 / 5.95 eV

Löwdin population analysis, charges in e, atoms 1 to 6: -0.5778 0.0867 0.0511 -0.5637 -0.0887 0.0059